[1]
{
  "formula": "C4H6NS",
  "method": "the ωB97M-V functional and the def2-TZVPD basis",
  "species": ["C", "C", "C", "C", "N", "S", "H", "H", "H", "H", "H", "H"],
  "xyz": [[0.317, -2.478, -0.036], [0.799, 0.893, 0.010], [0.041, -1.288, 0.023], [-1.554, 0.497, 0.050], [-0.199, 0.055, -0.027], [2.364, 0.390, 0.018], [0.548, -3.481, 0.243], [0.644, 2.018, -0.163], [-1.666, 1.587, -0.290], [-2.137, 0.232, 1.055], [-2.093, 0.067, -0.890], [2.935, 1.508, 0.009]],
  "atomic_forces_ev_per_a": [[-0.63, 2.79, 0.83], [-0.21, 2.70, -1.11], [0.71, -2.65, -0.35], [-4.20, 0.91, -1.68], [0.58, -0.13, 0.78], [0.30, -3.61, 0.22], [0.00, -0.18, -0.40], [-0.35, -1.90, 0.70], [0.60, -1.27, 1.35], [1.60, 0.59, -2.29], [0.65, 0.00, 2.02], [0.94, 2.74, -0.07]],
  "homo_lumo_gap_ev": 9.236,
  "spin_multiplicity": 1,
  "charge": 1,
  "largest_force_ha_per_bohr": 0.090,
  "homo_energy_ev": -14.50
}

=====

[2]
{
  "formula": "C4H6NS",
  "method": "the ωB97M-V functional and the def2-TZVPD basis",
  "species": ["C", "C", "C", "C", "N", "S", "H", "H", "H", "H", "H", "H"],
  "xyz": [[-0.530, -0.099, 0.032], [-1.540, -1.141, -0.011], [-1.912, 0.335, 0.014], [2.906, 0.715, -0.016], [0.665, 0.305, 0.041], [2.024, -0.619, -0.002], [-1.669, -1.705, -0.924], [-1.714, -1.729, 0.878], [-2.333, 0.759, 0.914], [-2.286, 0.809, -0.883], [3.985, 0.697, -0.062], [2.404, 1.674, 0.019]],
  "atomic_forces_ev_per_a": [[0.00, -0.72, -0.03], [-0.02, -0.52, -0.07], [-0.04, 0.51, 0.01], [1.61, -0.19, -0.05], [-2.04, 0.78, 0.08], [0.31, 0.56, -0.02], [0.01, 0.04, -0.16], [0.01, -0.01, 0.21], [0.02, -0.06, 0.20], [0.04, -0.07, -0.18], [0.20, -0.26, 0.01], [-0.10, -0.07, -0.01]],
  "homo_lumo_gap_ev": [8.212, 8.211],
  "spin_multiplicity": 1,
  "charge": 1,
  "largest_force_ha_per_bohr": 0.043,
  "homo_energy_ev": [-14.53, -14.53]
}

=====

[3]
{
  "formula": "C4H6NiO",
  "method": "the ωB97M-V functional and the def2-TZVPD basis",
  "species": ["O", "Ni", "C", "C", "H", "H", "H", "H", "C", "C", "H", "H"],
  "xyz": [[0.358, -1.389, 0.961], [0.587, -0.145, 2.197], [0.097, -1.515, -0.302], [0.097, -0.079, -1.203], [0.794, -2.101, -0.924], [-1.062, -1.421, -0.613], [-0.642, -0.132, -2.011], [1.103, -0.060, -1.638], [-0.044, 0.936, -0.036], [-0.327, 1.781, 0.886], [0.369, 1.908, 1.725], [-1.329, 2.217, 0.958]],
  "atomic_forces_ev_per_a": [[0.44, -0.41, 0.63], [-0.20, -0.10, 0.44], [-2.14, 1.72, -3.72], [1.58, 0.89, 4.01], [-0.87, -0.85, 0.69], [1.69, -2.06, 1.34], [-0.29, 0.89, 0.22], [0.01, 0.68, -0.02], [-0.81, -0.54, -3.46], [0.52, -1.40, -0.04], [0.20, 0.92, 0.01], [-0.14, 0.25, -0.08]],
  "s_squared": 2.0210,
  "homo_lumo_gap_ev": [7.540, 7.274],
  "spin_multiplicity": 3,
  "charge": 2,
  "largest_force_ha_per_bohr": 0.090,
  "homo_energy_ev": [-19.97, -19.75]
}

=====

[4]
{
  "formula": "C4H6NiO3",
  "method": "the ωB97M-V functional and the def2-TZVPD basis",
  "species": ["H", "O", "C", "O", "Ni", "O", "C", "H", "H", "H", "C", "C", "H", "H"],
  "xyz": [[-2.958, -0.019, -1.149], [-1.328, -0.531, 0.219], [0.049, -0.397, 0.047], [0.579, 0.684, 0.166], [1.707, 2.061, 0.194], [0.524, -1.535, -0.197], [1.953, -1.780, -0.066], [2.473, -1.228, -0.856], [2.271, -1.462, 0.932], [2.061, -2.858, -0.195], [-2.134, 0.325, -0.294], [-3.319, 0.696, 0.366], [-3.403, 0.455, 1.429], [-3.817, 1.592, -0.012]],
  "atomic_forces_ev_per_a": [[1.44, -0.14, 0.06], [3.84, -0.62, 0.14], [-2.69, -5.15, -0.60], [0.79, 2.50, 0.35], [0.94, 0.87, 0.05], [-0.53, 1.21, 0.59], [1.22, -0.16, -0.09], [-0.06, -0.28, 0.03], [-0.09, -0.21, -0.11], [0.06, 0.20, 0.01], [-6.22, 0.64, -0.51], [2.94, 2.76, 0.51], [-0.97, -1.04, -0.10], [-0.66, -0.57, -0.33]],
  "s_squared": 3.7577,
  "homo_lumo_gap_ev": [8.229, 6.253],
  "spin_multiplicity": 4,
  "charge": 3,
  "largest_force_ha_per_bohr": 0.122,
  "homo_energy_ev": [-24.39, -24.77]
}

=====

It is found that the DFT total energy values, taken in the order of the records, are -16560.080 -16559.929 -47308.863 -51388.122 eV.
It is found that the relative energy (zero: lowest compared OMol25 entry of this formula, charge and spin) values, taken in the order of the records, are 57.5 60.9 0.0 0.0 kcal per mole.